C31H87AsF6N15O13 | ωB97M-V with the def2-TZVPD basis set

Each line ends with the Löwdin charge.
CARTESIAN COORDINATES (ANGSTROEM)
1 As -35.114 14.322 -15.058  1.00
2 F -34.981 16.084 -15.360  -0.28
3 F -35.572 13.970 -16.806  -0.24
4 F -35.150 12.576 -14.757  -0.28
5 F -34.816 14.601 -13.263  -0.29
6 F -36.864 14.510 -14.701  -0.29
7 F -33.379 14.303 -15.604  -0.29
8 C -31.472 17.398 -11.173  -0.05
9 C -32.591 16.431 -11.749  -0.40
10 C -32.467 15.069 -11.025  -0.25
11 O -31.294 14.399 -11.243  -0.20
12 C -31.162 13.726 -12.515  -0.06
13 N -33.916 17.032 -11.531  0.04
14 H -31.468 18.385 -11.635  0.06
15 H -30.489 17.011 -11.443  0.07
16 H -31.625 17.470 -10.096  0.07
17 H -32.491 16.300 -12.827  0.12
18 H -33.289 14.369 -11.181  0.11
19 H -32.474 15.197 -9.942  0.12
20 H -31.391 14.412 -13.330  0.07
21 H -31.936 12.964 -12.609  0.08
22 H -30.178 13.259 -12.559  0.09
23 H -33.960 17.965 -11.915  0.05
24 H -34.417 16.538 -12.256  0.03
25 C -35.943 9.812 -12.616  -0.06
26 C -34.603 9.331 -13.128  -0.40
27 C -34.522 7.745 -13.075  -0.23
28 O -34.782 7.234 -11.815  -0.18
29 C -34.547 5.797 -11.681  -0.09
30 N -34.445 9.737 -14.544  0.04
31 H -36.202 9.564 -11.587  0.08
32 H -36.673 9.426 -13.327  0.08
33 H -35.846 10.897 -12.660  0.06
34 H -33.810 9.826 -12.568  0.13
35 H -33.485 7.537 -13.336  0.11
36 H -35.094 7.233 -13.848  0.12
37 H -35.342 5.128 -12.011  0.08
38 H -34.299 5.708 -10.623  0.08
39 H -33.620 5.388 -12.082  0.08
40 H -33.474 9.592 -14.778  0.07
41 H -34.552 10.741 -14.566  0.03
42 C -42.800 16.109 -9.391  -0.10
43 O -42.660 15.125 -10.420  -0.17
44 C -41.620 14.247 -10.101  -0.25
45 C -41.466 13.105 -11.110  -0.20
46 N -40.892 13.500 -12.404  -0.04
47 C -40.656 12.346 -13.282  -0.21
48 C -40.157 12.832 -14.614  -0.26
49 O -39.933 11.766 -15.536  -0.18
50 C -38.655 11.076 -15.249  -0.05
51 H -42.838 17.104 -9.834  0.08
52 H -41.950 16.169 -8.711  0.07
53 H -43.695 15.944 -8.790  0.08
54 H -41.794 13.902 -9.082  0.12
55 H -40.658 14.758 -10.110  0.10
56 H -42.425 12.594 -11.203  0.11
57 H -40.921 12.281 -10.650  0.11
58 H -40.176 14.197 -12.258  0.07
59 H -41.605 11.826 -13.407  0.13
60 H -39.946 11.625 -12.877  0.09
61 H -39.206 13.330 -14.425  0.10
62 H -40.805 13.637 -14.959  0.10
63 H -38.633 10.125 -15.782  0.08
64 H -38.640 10.829 -14.188  0.06
65 H -37.756 11.625 -15.530  0.07
66 C -37.075 19.352 -11.373  -0.11
67 O -38.105 18.645 -12.012  -0.19
68 C -37.830 17.394 -12.647  -0.17
69 C -39.129 16.647 -13.041  -0.22
70 N -39.869 17.306 -14.038  -0.07
71 C -41.243 16.781 -14.126  -0.17
72 C -42.016 17.331 -15.297  -0.22
73 O -41.987 18.757 -15.228  -0.19
74 C -42.746 19.332 -16.248  -0.14
75 H -37.065 19.120 -10.308  0.08
76 H -37.240 20.426 -11.452  0.08
77 H -36.119 19.214 -11.879  0.08
78 H -37.237 16.695 -12.057  0.10
79 H -37.319 17.619 -13.583  0.12
80 H -39.786 16.462 -12.191  0.12
81 H -38.747 15.708 -13.442  0.10
82 H -40.042 18.248 -13.716  0.12
83 H -41.836 16.943 -13.226  0.12
84 H -41.241 15.695 -14.219  0.10
85 H -43.061 17.041 -15.406  0.12
86 H -41.545 16.977 -16.214  0.11
87 H -43.822 19.158 -16.226  0.09
88 H -42.374 19.390 -17.272  0.09
89 H -42.663 20.359 -15.894  0.09
90 C -37.620 13.393 -11.094  -0.09
91 O -38.092 13.977 -9.885  -0.21
92 C -37.240 14.948 -9.284  -0.17
93 C -38.103 15.711 -8.222  -0.19
94 N -38.097 15.012 -6.939  -0.06
95 C -38.981 15.762 -6.112  -0.23
96 C -38.848 15.081 -4.724  -0.22
97 O -37.615 15.408 -4.120  -0.17
98 C -37.314 14.872 -2.888  -0.13
99 H -37.490 14.106 -11.908  0.07
100 H -38.226 12.582 -11.496  0.08
101 H -36.605 13.035 -10.919  0.08
102 H -36.931 15.600 -10.101  0.09
103 H -36.288 14.533 -8.953  0.12
104 H -39.104 15.965 -8.570  0.10
105 H -37.591 16.654 -8.027  0.12
106 H -38.615 14.171 -7.154  0.11
107 H -39.973 15.785 -6.564  0.11
108 H -38.652 16.799 -6.056  0.12
109 H -39.116 14.045 -4.928  0.12
110 H -39.659 15.405 -4.072  0.11
111 H -37.402 13.785 -2.884  0.08
112 H -38.090 15.192 -2.192  0.08
113 H -36.303 15.117 -2.564  0.09
114 C -34.553 16.652 -18.634  -0.76
115 O -35.121 15.568 -18.888  0.02
116 N -35.212 17.768 -18.716  0.15
117 N -33.304 16.840 -18.370  0.17
118 H -36.199 17.681 -18.913  0.06
119 H -34.756 18.650 -18.530  0.09
120 H -32.700 16.048 -18.202  0.09
121 H -33.065 17.779 -18.084  0.10
122 C -38.348 17.806 -17.179  -0.76
123 O -37.857 17.924 -18.294  0.00
124 N -39.386 18.411 -16.737  0.19
125 N -37.723 17.068 -16.323  0.21
126 H -39.704 19.276 -17.150  0.12
127 H -39.806 18.140 -15.860  0.05
128 H -38.036 17.014 -15.364  0.06
129 H -36.847 16.641 -16.590  0.10
130 C -38.477 14.342 -18.288  -0.81
131 O -37.369 14.136 -18.776  0.04
132 N -38.783 14.329 -17.049  0.19
133 N -39.441 14.724 -18.997  0.17
134 H -38.069 14.429 -16.341  0.07
135 H -39.771 14.429 -16.865  0.09
136 H -39.443 15.066 -19.947  0.13
137 H -40.257 14.813 -18.408  0.09
138 C -32.386 13.443 -19.112  -0.80
139 O -33.574 13.476 -19.266  0.07
140 N -31.610 12.982 -20.051  0.16
141 N -31.882 13.714 -17.932  0.16
142 H -30.611 13.064 -19.923  0.09
143 H -32.050 12.693 -20.913  0.12
144 H -30.873 13.682 -17.890  0.10
145 H -32.556 13.941 -17.215  0.07
146 C -35.954 10.965 -18.469  -0.78
147 O -35.786 11.996 -19.100  0.05
148 N -36.516 9.883 -18.929  0.14
149 N -35.557 10.755 -17.264  0.17
150 H -36.714 9.170 -18.243  0.09
151 H -36.983 9.808 -19.822  0.11
152 H -35.163 11.528 -16.747  0.08
153 H -35.494 9.808 -16.918  0.08

As for the energy above the lowest of the compared OMol25 structures with the same formula, charge and spin: 4.2133 eV. The HOMO energy comes out at -4.76 eV. As for the maximum force: 0.1661 Eh/bohr. The total charge is -1. For the total energy, the calculation gives -159670.1138 eV.